# 1
The following is a quantum chemistry calculation of a molecular structure, C5H4BaO at a distorted geometry, from the Open Molecules 2025 dataset.

Atoms and positions in Å:
C 0.69 -1.36 -0.60
H 0.25 -2.16 -1.20
H 1.91 -2.75 0.52
H 2.58 -1.23 -0.07
C 1.68 -1.68 0.48
C -0.07 -0.32 -0.34
C -0.77 0.78 -0.27
C -1.41 1.86 -0.19
O -2.03 2.87 -0.12
Ba -4.14 5.44 0.30
H 1.31 -1.45 1.49

Results
**Charge**: +1
**ΔE to the lowest compared entry with this formula, charge and spin**: 11.6 kJ/mol
**Spin multiplicity**: 2
**DFT total energy**: -293.21871 Eh

---

# 2
The following is a quantum chemistry calculation of a molecular structure, C3H7NO2, from the Open Molecules 2025 dataset.

Atoms and positions in Å:
O -0.31 -0.29 1.41
C 1.06 -0.55 1.29
C 0.78 -1.03 -0.06
N -0.77 0.04 -1.26
C -1.17 1.22 -0.91
O -1.01 1.71 0.27
H -0.64 0.81 0.91
H 1.43 -1.30 2.01
H 1.71 0.34 1.34
H 0.31 -2.00 -0.15
H 1.28 -0.63 -0.93
H -0.97 -0.18 -2.24
H -1.69 1.88 -1.62

Results
**Charge**: 0
**ΔE to the lowest compared entry with this formula, charge and spin**: 443.2 kJ/mol
**Spin multiplicity**: 1
**DFT total energy**: -323.61217 Eh

---

# 3
The following is a quantum chemistry calculation of a molecular structure, C4H8O2 at a distorted geometry, from the Open Molecules 2025 dataset.

Atoms and positions in Å:
C -0.71 1.56 -0.07
C 0.29 0.56 0.54
O -0.35 -0.42 1.34
C -0.27 -1.50 0.41
C 0.87 -0.91 -0.39
O 0.79 -0.77 -1.77
H -1.44 1.04 -0.72
H -1.29 2.06 0.72
H -0.21 2.33 -0.67
H 1.08 1.09 1.09
H -1.18 -1.61 -0.19
H -0.04 -2.45 0.92
H 1.87 -1.11 -0.02
H 0.59 0.14 -1.20

Results
**Charge**: 0
**ΔE to the lowest compared entry with this formula, charge and spin**: 432.3 kJ/mol
**Spin multiplicity**: 1
**DFT total energy**: -307.54779 Eh

---

Which value of DFT total energy does entry 3 give?
-307.54779 Eh

---

What is the formula in the second record?
C3H7NO2

---

Look up the charge of the second one.
0